Entry 1:
Molecular formula: C12H36O10S7Sr
Method: DFT, ωB97M-V/def2-TZVPD

```
66
Properties=species:S:1:pos:R:3:forces:R:3
Sr -0.948079 0.819270 0.142971 -1.42 1.33 -0.63
S -4.119244 3.852295 -0.979270 -1.07 1.85 -0.31
O -3.281740 3.847667 0.195599 2.04 -0.15 3.81
O -3.575733 2.786085 -1.775078 1.11 -4.05 -2.54
O -5.534013 3.833085 -0.720062 -2.37 -2.23 1.45
O -4.020770 5.086343 -1.698117 1.84 3.03 -1.90
C 1.329403 4.241181 -5.339267 0.40 -0.53 -0.64
S 1.346183 4.695494 -3.602472 1.79 -1.56 0.84
O 1.528473 3.393367 -2.823716 -0.67 0.98 -0.68
C 3.069157 5.306010 -3.640401 0.23 0.81 -0.26
H 1.360345 5.098297 -6.011949 -0.57 0.21 0.25
H 0.495171 3.564136 -5.523047 -0.24 0.41 0.04
H 2.227304 3.684434 -5.607416 0.16 -0.18 0.46
H 3.809548 4.624804 -4.059787 -0.52 -0.61 0.00
H 3.417238 5.557271 -2.638491 -0.43 0.03 0.06
H 3.138715 6.193276 -4.269705 -0.22 0.27 0.11
C -2.043904 -2.239019 -5.237039 0.40 0.07 0.11
S -0.480450 -2.708502 -4.479139 -1.61 0.18 4.15
O -0.352091 -1.819090 -3.221253 0.56 -0.20 -1.77
C -1.150335 -4.212522 -3.624716 0.73 -0.79 -1.60
H -1.814085 -1.231672 -5.584227 -0.44 -0.15 -0.56
H -2.882983 -2.200576 -4.542376 0.33 -0.02 0.32
H -2.251990 -3.005719 -5.983337 0.02 0.46 -0.46
H -1.755298 -4.721274 -4.375239 -0.19 -0.20 0.12
H -1.715906 -4.064281 -2.704797 0.15 0.76 -0.26
H -0.297146 -4.865980 -3.442538 0.01 0.07 0.22
C 5.745966 -1.797318 0.751814 0.55 -0.36 -0.09
S 4.427490 -1.731448 -0.508077 -0.90 1.28 1.10
O 3.237140 -1.253970 0.314027 0.76 -0.49 -0.81
C 4.901052 -0.342473 -1.576522 0.12 -0.42 -0.69
H 6.787523 -1.737269 0.436136 -0.13 0.21 -0.66
H 5.666852 -2.810428 1.146093 -0.29 0.11 0.27
H 5.606765 -1.057615 1.540212 -0.44 0.00 -0.20
H 5.284710 0.571092 -1.122310 -0.02 -0.30 0.26
H 4.053343 -0.106714 -2.219877 -0.48 0.03 0.52
H 5.570083 -0.760200 -2.328851 0.63 0.04 0.30
C 0.605531 -2.971329 5.390510 -1.41 -1.04 -0.14
S -1.174700 -2.307535 5.406671 1.68 1.70 -2.26
O -1.270705 -1.460780 4.095971 -0.25 -1.84 2.25
C -2.024730 -3.901113 5.159050 0.01 -0.23 -0.68
H 0.467437 -3.804902 6.079128 0.67 0.07 0.35
H 1.455781 -2.327687 5.616098 -0.73 0.44 0.45
H 0.835608 -3.426523 4.427199 -0.45 0.15 -0.26
H -1.798706 -4.225523 4.143284 -0.03 0.01 -0.06
H -3.103247 -3.778299 5.258190 0.09 0.48 -0.09
H -1.771108 -4.710300 5.843882 0.47 0.36 0.24
C 2.782063 4.293446 5.489535 0.18 0.32 0.08
S 3.049208 2.872661 4.363568 -1.73 1.00 -0.76
O 1.932203 3.015090 3.323651 1.39 -0.56 1.01
C 4.553000 3.546832 3.592256 -0.33 -0.30 0.53
H 3.754492 4.618501 5.859420 -0.12 -0.10 0.25
H 2.099078 4.102814 6.317358 0.19 -0.58 -0.08
H 2.326753 5.132299 4.963101 0.14 -0.19 -0.53
H 5.145446 4.002219 4.385800 0.04 0.15 -0.23
H 4.170751 4.258491 2.860455 0.37 -0.01 -0.07
H 5.128783 2.716866 3.182689 -0.21 0.16 -0.32
C -7.033053 -1.891664 -0.482214 -0.33 0.71 1.15
S -5.761823 -2.574431 0.733769 -0.54 0.50 -1.97
O -4.418679 -2.183239 0.133956 -1.26 -0.95 0.66
C -6.142071 -4.330812 0.340123 0.89 -0.27 -0.49
H -6.997637 -2.177273 -1.533532 0.84 -0.12 0.19
H -6.967792 -0.815016 -0.325141 0.62 0.13 -0.52
H -8.076517 -2.017694 -0.193426 0.04 -0.81 0.57
H -7.157234 -4.679582 0.529636 -0.08 0.59 0.28
H -5.449518 -4.983745 0.871294 0.03 0.18 0.22
H -5.937311 -4.479807 -0.720053 0.00 0.15 -0.09
```
Positions in Å, forces in eV/Å.

Max |F|: 4.91 eV/A
Multiplicity: 1
Total charge: 0
Highest occupied orbital energy: -4.302 eV
Energy relative to the best compared isomer or geometry (same formula, charge and spin): 11.479 eV

***

Entry 2:
Molecular formula: C12H36O12
Method: DFT, ωB97M-V/def2-TZVPD

```
60
Properties=species:S:1:pos:R:3:forces:R:3
O -2.821532 -8.530374 3.622324 -0.53 -0.50 0.66
C -2.591569 -7.210210 4.063611 -0.57 0.09 0.00
C -1.385467 -6.752928 3.397389 1.72 -0.93 -0.05
O -1.561772 -6.530238 2.034789 -0.17 1.44 -0.93
H -3.220798 -8.959237 4.382768 -0.19 -0.50 -0.29
H -3.408163 -6.557151 3.755729 -0.32 0.09 0.34
H -2.373965 -7.137513 5.129191 -0.46 -0.20 0.27
H -0.666453 -7.568729 3.472118 0.35 -0.04 0.50
H -0.991699 -5.934453 4.000017 0.18 0.70 -0.88
H -1.497008 -7.338080 1.520212 0.00 -0.14 0.38
O -0.063711 6.374857 -5.780735 -0.15 -0.13 -0.85
C 0.774346 6.016546 -6.921797 -0.55 0.23 1.80
C 1.784020 5.036516 -6.363137 -0.69 -0.47 -0.23
O 1.186269 3.806942 -5.935110 0.07 0.12 -0.30
H -0.798077 6.753855 -6.269265 -0.55 0.26 0.77
H 0.087631 5.625475 -7.672532 0.55 -0.19 -0.40
H 1.232819 6.973436 -7.171311 0.45 -0.32 -0.82
H 2.218425 5.559769 -5.511325 0.55 -0.13 -0.14
H 2.482582 4.741094 -7.145986 0.38 0.31 0.22
H 1.031414 3.799018 -4.987718 -0.06 0.32 -0.06
O -4.334390 6.039708 1.276109 0.13 0.54 -1.31
C -3.801698 6.751655 2.346211 -0.45 -1.21 2.06
C -3.111766 5.723022 3.271389 1.18 -0.17 -0.63
O -2.029163 5.032730 2.567304 -0.29 0.86 -0.01
H -3.677076 6.073621 0.577254 -0.05 -0.35 -0.23
H -3.206030 7.647167 2.169161 0.46 -0.32 -0.66
H -4.666110 7.146488 2.880056 -0.06 -0.04 0.36
H -3.739884 4.877666 3.552370 -0.80 0.68 0.28
H -2.666253 6.223644 4.131032 -0.26 0.06 0.28
H -1.696647 4.398016 3.206193 0.16 -0.08 -0.12
O 7.545308 -1.319150 7.629823 0.35 -0.74 -0.05
C 8.061965 -1.606943 6.328813 -0.16 1.77 -0.38
C 6.886019 -1.728210 5.375009 -0.67 0.55 -0.08
O 6.145570 -0.412759 5.324240 1.29 -1.88 0.54
H 7.152910 -0.449156 7.526136 -0.21 0.11 0.19
H 8.664329 -0.733535 6.078958 0.22 0.03 -0.52
H 8.754533 -2.447983 6.295521 -0.51 -0.32 0.38
H 6.311298 -2.540048 5.820797 -0.80 0.32 0.05
H 7.106663 -2.084805 4.368902 0.44 0.40 -0.09
H 5.632560 -0.360853 4.514474 0.05 -0.25 -0.04
O 0.010221 0.471300 -0.743453 0.09 0.94 -0.63
C 0.463110 -0.569064 0.089541 -1.10 -0.97 -1.41
C 1.458226 -1.455874 -0.745833 1.33 2.74 -0.33
O 1.866708 -2.590520 -0.093671 -0.64 -1.23 0.70
H -0.242937 1.199565 -0.171485 -0.07 0.11 -0.25
H 0.640076 -0.120949 1.067281 1.30 -0.69 0.08
H -0.417272 -1.197414 0.224519 -0.10 -0.55 0.46
H 2.354319 -0.918598 -1.056425 0.15 0.60 0.57
H 1.131662 -1.765289 -1.738666 -1.28 0.48 -0.02
H 1.051259 -3.068864 -0.260471 0.31 -1.43 0.83
O -2.852232 -0.424335 -6.172127 -0.65 -0.56 0.61
C -3.262026 -1.376023 -5.171389 0.04 -1.25 -1.21
C -4.280333 -2.461923 -5.714719 -0.31 2.14 -0.61
O -4.596223 -3.394896 -4.727128 0.42 -0.88 0.03
H -2.089826 0.001914 -5.773815 0.12 0.27 -0.26
H -2.377275 -1.943894 -4.883562 0.08 -0.21 0.18
H -3.613631 -0.884913 -4.264035 -0.49 0.11 -0.04
H -4.019022 -2.887302 -6.683666 1.39 -0.89 0.58
H -5.195459 -2.056591 -6.146385 -0.53 1.10 0.81
H -4.778773 -2.955203 -3.893496 -0.07 0.19 -0.08
```
Positions in Å, forces in eV/Å.

Max |F|: 3.06 eV/A
Multiplicity: 1
Total charge: 0
SMILES string: OCCO.OCCO.OCCO.OCCO.OCCO.OCCO
Highest occupied orbital energy: -10.111 eV
Energy relative to the best compared isomer or geometry (same formula, charge and spin): 3.726 eV

***

Entry 3:
Molecular formula: C12H36O6
Method: DFT, ωB97M-V/def2-TZVPD

```
54
Properties=species:S:1:pos:R:3:forces:R:3
C 6.199669 10.383231 18.109242 0.02 -2.25 -0.49
C 5.612882 9.004910 17.536444 -0.54 2.65 -0.25
O 4.798340 8.387657 18.487135 -0.11 -0.47 0.56
H 6.974622 10.031506 18.790303 0.44 0.71 -0.11
H 5.543323 11.047621 18.671295 -0.55 -0.59 -0.11
H 6.534773 10.955912 17.244462 0.57 -0.09 0.21
H 6.354846 8.314915 17.134582 0.56 0.25 0.31
H 4.996166 9.297680 16.686713 -0.17 -0.05 -0.35
H 4.494217 7.577535 18.071443 -0.24 -0.20 0.25
C 3.001152 1.895983 19.080682 -1.80 0.51 -0.52
C 2.220797 2.362862 17.793010 1.89 -0.45 -0.71
O 2.759906 3.528175 17.134726 -0.23 0.85 1.10
H 3.106424 0.812243 19.030460 0.85 0.13 -0.14
H 2.287067 1.994130 19.898341 0.23 0.37 0.34
H 3.878109 2.508230 19.290946 0.11 -0.45 -0.18
H 1.173047 2.502578 18.059112 0.03 0.11 -0.44
H 2.399114 1.613632 17.021672 -0.88 -0.62 0.34
H 3.097404 3.348703 16.254112 -0.19 -0.41 0.21
C 1.996671 1.738540 9.265322 -1.09 1.40 1.92
C 1.864690 2.734562 10.527119 1.73 -1.45 -0.43
O 3.150206 2.927707 11.117020 0.28 0.11 0.23
H 2.407143 0.769986 9.550812 0.05 0.20 0.39
H 2.618075 2.127835 8.458840 -0.45 0.22 -0.08
H 0.936261 1.591436 9.060362 0.12 -0.20 -1.05
H 1.302271 2.232871 11.314575 -0.26 -0.02 -0.21
H 1.458730 3.737224 10.393116 -0.52 -0.28 -0.78
H 3.636699 3.526397 10.545620 0.14 0.00 0.02
C -2.730843 -4.645269 18.549543 -0.83 1.46 0.72
C -2.052677 -3.276464 18.436493 0.79 -0.56 -0.66
O -0.725890 -3.431653 18.941279 0.29 0.54 -0.42
H -2.503040 -5.360066 17.758792 0.21 0.26 0.00
H -3.795988 -4.413831 18.548232 -0.29 -0.61 -0.01
H -2.434876 -5.025923 19.527089 -0.24 -0.30 -0.10
H -2.462803 -2.394349 18.928187 -0.51 -0.63 0.66
H -2.057563 -2.949027 17.396846 0.29 -0.08 -0.34
H -0.224933 -3.819252 18.219873 0.30 -0.08 0.14
C 8.679806 3.931716 13.229227 1.25 1.64 1.06
C 10.218443 4.282341 13.078612 -1.49 -1.61 -1.90
O 10.564133 3.451354 11.911249 0.89 -0.05 0.93
H 8.254155 4.397385 14.118082 -0.10 0.28 0.05
H 8.513308 2.864919 13.378661 0.32 0.04 -0.52
H 8.173071 4.358077 12.363462 -0.20 -0.40 -0.01
H 10.810176 4.029475 13.958392 0.04 -0.38 -0.32
H 10.521518 5.266007 12.719952 -0.73 0.51 0.77
H 10.070154 3.834389 11.182641 0.02 -0.04 -0.07
C 3.188432 5.480430 24.277401 0.40 -0.58 0.74
C 4.757661 5.279230 24.138006 -2.42 1.05 -0.04
O 5.212203 6.437237 23.429151 1.01 -0.66 0.36
H 2.863817 6.453254 23.908124 0.27 -0.10 -0.40
H 2.851415 5.513297 25.313468 0.24 -0.20 0.23
H 2.602847 4.682888 23.820107 0.09 0.07 -0.25
H 4.955275 4.318681 23.662172 0.25 0.14 -0.38
H 5.207812 5.239318 25.129915 0.22 0.38 -0.21
H 4.713422 6.509125 22.612058 -0.04 -0.09 -0.05
```
Positions in Å, forces in eV/Å.

Max |F|: 2.90 eV/A
Multiplicity: 1
Total charge: 0
SMILES string: CCO.CCO.CCO.CCO.CCO.CCO
Highest occupied orbital energy: -10.059 eV
Energy relative to the best compared isomer or geometry (same formula, charge and spin): 4.609 eV

***

Entry 4:
Molecular formula: C12H38BrN3O6
Method: DFT, ωB97M-V/def2-TZVPD

```
60
Properties=species:S:1:pos:R:3:forces:R:3
N -0.109376 -0.529067 0.468759 -0.20 -0.21 -0.74
H 0.826476 -0.705869 0.105357 0.26 0.20 0.74
H -0.620860 -0.144692 -0.334575 -0.34 -0.07 0.00
H -0.231643 0.116157 1.272897 0.64 0.22 -0.18
H -0.608302 -1.412566 0.695658 -0.38 -0.07 -0.22
Br -2.754639 -2.180351 0.523354 0.19 0.09 0.05
C 0.401719 3.527458 1.813982 0.43 0.00 0.69
C -0.967392 2.952458 2.111960 -1.10 -0.55 0.05
C -1.957270 3.259917 0.976526 0.07 0.42 0.19
O -2.280943 4.642355 0.952741 0.58 -0.13 -0.14
C -3.212599 5.042681 1.946607 -0.52 -0.38 -1.14
N -0.947191 1.497440 2.376989 -0.26 -0.61 0.01
H 0.295240 4.519711 1.377671 0.07 0.09 0.18
H 1.068099 2.940242 1.178156 -0.52 -0.29 -0.26
H 0.942911 3.580816 2.764662 0.07 0.37 -0.10
H -1.387663 3.420731 3.007471 0.22 0.32 -0.05
H -2.925698 2.747060 1.028941 0.32 -0.57 0.25
H -1.448629 2.986734 0.047529 -0.29 0.24 -0.21
H -3.642752 5.949284 1.523399 0.17 0.33 0.60
H -2.785561 5.148048 2.942333 0.05 0.24 0.00
H -4.052579 4.333885 1.974791 0.15 -0.12 0.22
H -0.888399 1.298937 3.371976 0.36 0.22 -0.03
H -1.850086 1.074095 2.150906 0.00 0.23 -0.19
C 1.750355 -5.679584 -0.777670 0.31 -0.32 -0.01
C 1.784934 -4.484145 -1.720967 0.17 -0.27 0.02
C 0.843985 -3.380927 -1.253492 0.01 -0.01 0.36
O 0.826455 -2.255430 -2.112982 -0.34 0.07 0.03
C 0.082567 -2.504914 -3.296467 0.90 0.01 -0.28
N 3.202079 -4.114664 -1.877810 -0.58 0.02 -0.05
H 0.746049 -5.987083 -0.484537 0.03 0.10 0.08
H 2.375207 -5.488257 0.099906 -0.35 0.27 0.18
H 2.261400 -6.528670 -1.234134 -0.21 0.01 -0.24
H 1.396007 -4.782330 -2.699235 0.22 -0.19 -0.04
H 1.102664 -3.001386 -0.260074 0.33 -0.11 0.01
H -0.165136 -3.793748 -1.142930 -0.09 0.05 -0.09
H -0.189666 -1.541830 -3.722036 -0.35 -0.01 0.13
H -0.771467 -3.155379 -3.104986 -0.21 0.23 0.02
H 0.728830 -2.984597 -4.043830 -0.13 -0.13 0.02
H 3.466622 -3.590043 -1.050103 0.24 0.13 -0.18
H 3.333945 -3.539164 -2.700269 0.02 0.22 0.19
C 2.703546 0.776066 3.434499 0.10 0.76 1.23
C 2.839391 -0.549710 2.757686 0.07 -0.36 -0.24
O 2.727471 -0.381262 1.346222 -0.04 -0.30 -0.16
O 3.839572 1.544646 3.077989 0.50 -0.17 -0.96
H 2.670138 0.695815 4.528451 -0.05 -0.41 -0.06
H 1.772485 1.269507 3.142999 0.01 -0.03 -0.29
H 2.068102 -1.253943 3.071653 -0.24 0.20 -0.08
H 3.785653 -1.035460 3.011010 0.11 0.21 0.02
H 3.537581 0.024022 1.020882 0.00 0.09 0.12
H 4.046638 2.297960 3.630280 -0.46 -0.03 0.33
C -2.787282 1.053604 -3.908346 -0.14 -0.16 -0.47
C -2.258100 1.435122 -2.552656 0.52 -0.22 0.77
O -1.182500 0.546150 -2.157856 -0.05 0.30 -0.27
O -3.618351 -0.090369 -3.853524 0.17 0.07 0.07
H -1.968576 0.851110 -4.613799 0.26 0.17 0.17
H -3.351182 1.865477 -4.367973 -0.24 0.00 0.22
H -3.009967 1.289382 -1.776860 -0.20 0.05 -0.20
H -1.887939 2.462076 -2.477528 -0.16 0.07 -0.31
H -0.468782 0.730275 -2.780592 0.13 -0.22 0.15
H -3.095611 -0.783792 -3.428999 -0.21 -0.06 0.07
```
Positions in Å, forces in eV/Å.

Max |F|: 1.45 eV/A
Multiplicity: 1
Total charge: 0
Highest occupied orbital energy: -7.528 eV
Energy relative to the best compared isomer or geometry (same formula, charge and spin): 0.926 eV

***

| no. | calculated total energy (eV) | LUMO level (eV) |
| --- | --- | --- |
| 1 | -110173.15997 | -1.68 |
| 2 | -37591.48979 | 0.26 |
| 3 | -25308.59244 | 0.34 |
| 4 | -99856.76627 | 0.19 |